C22H50IrN3OP3 | ωB97M-V/def2-TZVPD

The relative energy (zero: lowest compared OMol25 entry of this formula, charge and spin) comes out at 43.1 kcal/mol. As for the net charge: +4. For the total energy, the calculation gives -60802.26376 eV. Its multiplicity is 6.

Last column: Löwdin spin population.
Positions of all 80 atoms, in Å:
1 Ir 0.45326 0.02561 -0.00595  1.591
2 P 1.96996 -0.94796 1.36142  0.150
3 P 1.99567 1.77974 -0.47855  0.134
4 P -0.53421 -2.22950 -0.18874  0.135
5 H 0.93132 1.97653 -4.86726  0.015
6 C -0.12780 1.87756 -5.15342  0.415
7 C -1.11328 2.62703 -4.63335  0.449
8 H -0.89860 3.54391 -4.06817  0.020
9 C 3.40543 -1.75023 0.54698  0.042
10 C 2.64703 0.26992 2.54877  0.033
11 C 1.36131 -2.20183 2.56845  0.025
12 C 1.38490 2.94009 -1.73521  0.028
13 C 2.12171 2.96644 0.94014  0.042
14 C 3.71444 1.32004 -0.83713  0.008
15 C -1.85359 -2.55100 -1.43601  0.032
16 C -1.37737 -2.96220 1.27946  0.018
17 C 0.75654 -3.42216 -0.69995  0.013
18 H -0.36147 1.15055 -5.92533  0.016
19 H -2.18330 2.35481 -4.74885  0.020
20 H 4.23204 -1.83671 1.26605  0.006
21 H 3.76483 -1.19289 -0.32437  0.001
22 H 3.16494 -2.76165 0.20129  0.000
23 H 3.13811 -0.22832 3.40010  0.007
24 H 1.78388 0.83813 2.92914  0.001
25 H 3.37033 0.96801 2.10702  0.000
26 H 1.40967 -3.21054 2.13822  0.000
27 H 0.31680 -2.01758 2.86844  0.002
28 H 1.94140 -2.20315 3.50654  0.005
29 H 1.95348 3.87510 -1.68762  0.005
30 H 0.33174 3.15423 -1.53041  0.001
31 H 1.45663 2.51808 -2.73903  0.000
32 H 2.86127 3.74423 0.70000  0.007
33 H 2.42276 2.50494 1.88298  0.000
34 H 1.14571 3.44493 1.08797  0.000
35 H 4.30474 2.23274 -0.96610  0.001
36 H 3.78402 0.73051 -1.75535  0.002
37 H 4.16596 0.73670 -0.02978  0.000
38 H -2.39691 -3.49429 -1.24838  0.005
39 H -1.42075 -2.56740 -2.44645  0.003
40 H -2.57546 -1.72378 -1.39737  0.002
41 H -2.18744 -3.62816 0.95581  0.003
42 H -1.81508 -2.16850 1.89757  0.000
43 H -0.69664 -3.54974 1.90095  0.000
44 H 0.30613 -4.19837 -1.33392  0.002
45 H 1.23823 -3.90603 0.15827  0.000
46 H 1.51487 -2.89112 -1.28658  0.002
47 C -0.87414 0.00988 -2.93907  0.148
48 C 0.25659 -0.49084 -3.62646  0.150
49 C 0.07583 -1.43699 -4.62303  0.057
50 C -1.20208 -1.71531 -5.11406  0.241
51 C -2.27028 -0.88385 -4.74604  -0.004
52 C -2.15668 -0.15512 -3.57007  0.163
53 O -0.79932 0.66812 -1.80940  0.419
54 H 1.41071 0.12745 -1.36780  0.090
55 H 1.20880 -0.04599 -3.34892  0.012
56 H 0.92433 -1.95887 -5.07366  0.000
57 H -1.30504 -2.53085 -5.83113  0.009
58 H -3.17107 -0.79563 -5.35959  -0.002
59 H -2.96186 0.38614 -3.07017  0.004
60 C -0.36324 0.06150 4.37860  0.000
61 N -0.38935 0.94028 3.17749  0.020
62 C -0.23131 2.34728 3.54310  -0.001
63 C -1.44656 0.72173 2.25990  0.027
64 N -1.26001 0.61398 0.96381  0.263
65 N -2.73144 0.67148 2.68182  0.111
66 C -3.16696 1.03339 4.02662  0.014
67 C -3.78785 0.21920 1.74728  0.009
68 H -0.95247 -0.86534 4.22839  0.000
69 H -0.71184 0.59773 5.28498  0.001
70 H 0.69219 -0.20360 4.50396  0.001
71 H -0.09597 2.97039 2.65834  0.000
72 H -1.09117 2.75568 4.09179  0.001
73 H 0.64736 2.44020 4.17858  0.000
74 H -2.09262 0.87582 0.42668  0.008
75 H -4.22962 1.29904 3.95881  0.002
76 H -2.97395 0.19901 4.71779  0.006
77 H -2.60507 1.89691 4.39454  0.003
78 H -3.98955 1.00403 0.99617  0.005
79 H -3.45429 -0.69663 1.22779  0.001
80 H -4.70928 0.00308 2.31063  0.001

C10H15N5O4 | ωB97M-V/def2-TZVPD

The relative energy (zero: lowest compared OMol25 entry of this formula, charge and spin) comes out at 53.0 kcal/mol. As for the net charge: 0. For the total energy, the calculation gives -26254.26967 eV. Its multiplicity is 1. Its SMILES is NC(=O)C[C@H](NC(=O)[C@@H](N)Cc1c[nH]cn1)C(=O)O.

Last column: Mulliken charge in e.
Positions of all 34 atoms, in Å:
1 C 0.95326 0.30527 -0.27204  -0.089
2 C -0.16475 1.19821 -0.52630  0.228
3 C 2.27834 1.11633 -0.61012  -0.693
4 C 3.48695 0.33494 -0.23271  0.558
5 C 4.55025 0.85484 0.43475  -0.587
6 C 4.70250 -1.34412 0.38884  -0.371
7 C -1.88139 -0.28986 0.50675  -0.343
8 C -2.42491 -1.32904 -0.49417  0.836
9 C -3.12063 0.09454 1.39718  -0.982
10 C -4.17218 0.53679 0.43652  0.429
11 H 1.11344 -0.47863 -2.12104  0.312
12 H 1.60433 -1.53536 -0.91164  0.225
13 H 0.80855 -0.17718 0.68214  0.488
14 H 2.08293 1.19483 -1.71111  0.277
15 H 2.33779 2.15855 -0.21316  0.294
16 H 4.75175 1.90145 0.77950  0.359
17 H 5.08590 -2.34788 0.56123  0.413
18 H 6.27989 -0.26597 1.11460  0.212
19 H -2.14841 1.45300 -0.47888  0.222
20 H -1.07576 -0.79362 1.07680  0.344
21 H -3.43647 -0.72962 1.97576  0.467
22 H -3.02101 0.95398 2.06334  0.379
23 H -6.17197 0.31165 -0.14567  0.262
24 H -5.66680 -0.47735 1.37596  0.228
25 H -0.72940 -1.26154 -1.30297  0.590
26 N 0.90401 -0.87570 -1.15607  -0.618
27 N 3.62363 -1.08512 -0.35067  -0.466
28 N 5.33318 -0.22168 0.84530  -0.085
29 N -1.41222 0.79132 -0.23712  0.029
30 N -5.39595 -0.03417 0.45027  -0.355
31 O -0.09739 2.26746 -1.09822  -0.722
32 O -3.48516 -1.86552 -0.26530  -0.599
33 O -3.83601 1.23453 -0.48832  -0.699
34 O -1.65630 -1.59531 -1.47344  -0.545

C4H3N2O4S | ωB97M-V/def2-TZVPD

The relative energy (zero: lowest compared OMol25 entry of this formula, charge and spin) comes out at 28.6 kcal/mol. As for the net charge: -1. For the total energy, the calculation gives -26198.26061 eV. Its multiplicity is 3.

Last column: Löwdin spin population.
Positions of all 14 atoms, in Å:
1 C 1.47003 0.90440 0.27213  0.060
2 C 0.64558 1.02835 -1.10056  0.509
3 C -2.50961 -0.42686 0.46321  0.001
4 C 1.04457 -0.05707 1.11540  0.063
5 N 1.25140 0.88109 -2.20141  0.411
6 N 1.68420 0.83590 -3.26820  0.868
7 O -3.51157 -0.81372 1.00846  0.000
8 O -2.21025 0.10867 -0.57963  0.006
9 O -1.34402 -0.94722 1.29561  0.011
10 O 0.47459 -2.53224 1.03827  0.011
11 S -0.07242 -1.31382 0.43148  0.013
12 H 2.18580 1.72799 0.36451  0.006
13 H -0.36840 0.75734 -0.93276  0.036
14 H 1.26010 -0.15282 2.09348  0.005

C59H67F8NOP | ωB97M-V/def2-TZVPD

As for the net charge: -1. For the total energy, the calculation gives -96831.49843 eV. Its multiplicity is 1.

Last column: Mulliken charge in e.
Positions of all 137 atoms, in Å:
1 C -4.31564 -2.25035 -2.47280  -0.737
2 O -3.17712 -2.59121 -1.68011  -0.351
3 C -2.27603 -3.42377 -2.42758  -0.773
4 C -2.53672 -4.95475 -2.16263  -0.802
5 C -1.40928 -5.62030 -1.28324  0.196
6 C -1.33051 -4.93046 0.12513  -0.175
7 C -1.05463 -5.93040 1.29953  0.408
8 C -0.05292 -5.38771 2.39269  -1.305
9 C -0.23095 -3.86751 2.75485  -0.500
10 C -1.71643 -3.40533 3.00533  -0.835
11 P -2.00522 -2.37651 4.59803  -0.348
12 C -0.93507 -0.90578 3.96760  -0.853
13 C -1.69996 0.17620 3.14928  -0.031
14 N -1.02690 1.02920 2.43515  -0.790
15 H -5.20393 -2.09524 -1.82005  0.240
16 H -4.58654 -3.04847 -3.20465  0.341
17 H -4.11360 -1.28987 -3.00322  0.246
18 H -1.22047 -3.12210 -2.22053  0.384
19 H -2.44893 -3.17129 -3.50758  0.441
20 H -3.48271 -5.03390 -1.57577  0.445
21 H -2.64634 -5.47409 -3.14869  0.365
22 H -1.71191 -6.68432 -1.09976  -0.333
23 H -0.42367 -5.63399 -1.81414  0.185
24 H -2.30670 -4.42349 0.33085  0.137
25 H -0.57309 -4.10788 0.08683  0.175
26 H -0.60038 -6.88817 0.90428  -0.399
27 H -2.00485 -6.15077 1.84732  0.401
28 H 1.01067 -5.51410 2.05201  0.288
29 H -0.16907 -5.98877 3.33142  0.358
30 H 0.18965 -3.24667 1.91818  0.214
31 H 0.39216 -3.64955 3.65376  0.571
32 H -2.15265 -2.89743 2.10108  0.090
33 H -2.32563 -4.34645 3.12235  0.289
34 H -0.86999 -3.00321 5.27861  -0.005
35 H -2.28406 -1.61426 5.80971  0.140
36 H -3.17222 -1.74881 3.96267  -0.083
37 H -2.84698 -3.45028 5.14753  0.113
38 H -0.03166 -1.18805 3.37286  0.230
39 H -0.54730 -0.38155 4.88541  0.372
40 H -2.79786 0.31062 3.15629  0.461
41 H -0.03865 0.77995 2.56603  0.235
42 F 1.77344 1.78574 4.34232  -0.306
43 C 1.62406 3.11353 4.43623  0.499
44 C 0.59291 3.73151 3.74901  -0.226
45 C 0.43898 5.10738 3.85272  -0.371
46 C 1.32119 5.85069 4.63157  -0.972
47 C 2.35494 5.21804 5.31204  -0.345
48 C 2.50550 3.83976 5.21941  -0.579
49 H -0.08070 3.13685 3.14026  0.521
50 H -0.36802 5.60128 3.32632  0.445
51 H 1.20044 6.92554 4.70698  0.446
52 H 3.04340 5.79745 5.91504  0.429
53 H 3.29905 3.32784 5.74914  0.434
54 F 0.32896 -8.84853 0.19048  -0.362
55 C -0.44987 -9.85952 -0.22400  0.472
56 C -1.81662 -9.66539 -0.31974  -0.019
57 C -2.62126 -10.71033 -0.75534  -0.643
58 C -2.05257 -11.93777 -1.07961  -0.514
59 C -0.67866 -12.11973 -0.97381  -0.443
60 C 0.13008 -11.07334 -0.54843  -0.483
61 H -2.24134 -8.70499 -0.05521  0.380
62 H -3.69120 -10.56820 -0.84160  0.388
63 H -2.68252 -12.75286 -1.41538  0.383
64 H -0.23686 -13.07666 -1.22267  0.370
65 H 1.20332 -11.19351 -0.46823  0.451
66 F -0.33234 -11.39347 -4.65953  -0.354
67 C -0.47097 -10.05630 -4.59819  0.371
68 C -1.46653 -9.44404 -5.33850  -0.444
69 C -1.61186 -8.06396 -5.27041  -0.492
70 C -0.75523 -7.31353 -4.47266  -0.531
71 C 0.24427 -7.94106 -3.73799  -0.427
72 C 0.38464 -9.32210 -3.79621  -0.340
73 H -2.11898 -10.04474 -5.95987  0.417
74 H -2.39253 -7.57386 -5.83900  0.390
75 H -0.86840 -6.23764 -4.42384  0.612
76 H 0.91306 -7.35557 -3.11973  0.377
77 H 1.15108 -9.82986 -3.22418  0.412
78 F 0.55222 5.68661 8.83736  -0.298
79 C -0.73200 5.57337 8.44992  0.190
80 C -1.02290 5.41103 7.10695  0.182
81 C -2.34815 5.28969 6.71011  -0.427
82 C -3.36570 5.34225 7.65709  -0.523
83 C -3.05869 5.51064 9.00210  -0.421
84 C -1.73337 5.62178 9.40368  -0.451
85 H -0.21797 5.37999 6.38147  0.259
86 H -2.58763 5.15392 5.66265  0.403
87 H -4.39909 5.25097 7.34471  0.364
88 H -3.85146 5.55515 9.73866  0.352
89 H -1.47444 5.74461 10.44801  0.411
90 F 0.77968 6.34804 1.00310  -0.257
91 C 1.80956 5.94246 0.23936  0.247
92 C 3.09177 6.35438 0.55777  -0.381
93 C 4.15545 5.93085 -0.22895  -0.588
94 C 3.92242 5.11072 -1.32784  -0.037
95 C 2.62852 4.70870 -1.63808  -0.342
96 C 1.56417 5.12212 -0.84699  -0.843
97 H 3.25089 6.99906 1.41322  0.433
98 H 5.16454 6.23994 0.01388  0.385
99 H 4.75166 4.78437 -1.94313  0.201
100 H 2.44997 4.07547 -2.49240  0.686
101 H 0.55010 4.81223 -1.06767  0.498
102 F 1.92436 3.27461 -4.41219  -0.310
103 C 1.59630 4.27263 -5.25371  0.459
104 C 0.92223 3.96910 -6.42336  -0.445
105 C 0.57720 4.99387 -7.29453  -0.434
106 C 0.91895 6.30704 -6.99221  -0.462
107 C 1.60065 6.59767 -5.81641  -0.642
108 C 1.93831 5.57755 -4.93575  -0.035
109 H 0.67194 2.93933 -6.64564  0.415
110 H 0.04292 4.76877 -8.20902  0.360
111 H 0.65285 7.10481 -7.67526  0.368
112 H 1.86995 7.62040 -5.58432  0.373
113 H 2.46056 5.79077 -4.01273  0.348
114 F -3.09330 10.44191 -2.11389  -0.319
115 C -3.07676 9.22353 -1.53998  0.367
116 C -2.06637 8.90766 -0.64895  -0.556
117 C -2.05286 7.65221 -0.05369  -0.093
118 C -3.04261 6.72562 -0.36438  -0.664
119 C -4.04880 7.05514 -1.26502  -0.327
120 C -4.07061 8.31363 -1.85345  -0.447
121 H -1.29999 9.63952 -0.42605  0.417
122 H -1.27258 7.39569 0.64981  0.382
123 H -3.02819 5.74546 0.09717  0.461
124 H -4.81666 6.33173 -1.50937  0.374
125 H -4.85127 8.59094 -2.55072  0.401
126 F 6.19964 4.79723 -3.97450  -0.304
127 C 6.71635 3.56709 -3.80684  0.225
128 C 8.09059 3.40281 -3.79960  -0.522
129 C 8.62291 2.13225 -3.62087  -0.392
130 C 7.77708 1.04015 -3.46205  -0.418
131 C 6.39892 1.21778 -3.47593  -0.554
132 C 5.86356 2.48836 -3.64347  0.066
133 H 8.73361 4.26378 -3.93290  0.410
134 H 9.69671 1.99352 -3.60605  0.357
135 H 8.19405 0.04951 -3.32698  0.365
136 H 5.74050 0.36672 -3.35602  0.376
137 H 4.79153 2.64498 -3.64756  0.406

C3H5NO2 | ωB97M-V/def2-TZVPD

The relative energy (zero: lowest compared OMol25 entry of this formula, charge and spin) comes out at 86.0 kcal/mol. As for the net charge: 0. For the total energy, the calculation gives -8773.96471 eV. Its multiplicity is 1. Its SMILES is C/N=C\OC=O.

Last column: Mulliken charge in e.
Positions of all 11 atoms, in Å:
1 C -1.30219 -0.49370 -0.77050  -0.651
2 N -1.52116 0.64246 0.57042  -0.524
3 C -0.36022 1.01851 0.84992  0.145
4 O 0.57235 0.46409 -0.07683  -0.270
5 C 1.71075 -0.14343 0.23017  0.255
6 O 2.40172 0.15119 1.16151  -0.481
7 H -1.94885 0.04031 -1.43904  0.330
8 H -1.69847 -1.33684 -0.23386  0.341
9 H -0.43664 -0.87354 -1.39424  0.196
10 H 0.10110 1.67720 1.59320  0.368
11 H 1.92747 -0.94930 -0.50342  0.292